# 1
This record from the Open Molecules 2025 dataset describes the molecule CH4OS. The level of theory is ωB97M-V/def2-TZVPD.

Element x y z (Å)
C 0.277 -0.165 0.431
O -0.901 0.609 0.683
S 0.633 -0.547 -1.385
H 1.187 0.434 0.587
H 0.210 -1.263 0.786
H -0.728 1.502 0.579
H -0.679 -0.570 -1.681

## Properties
max |F| = 3.86 eV/Å
E_HOMO (alpha / beta) = -4.45 / -10.49 eV
multiplicity = 3
gap between HOMO and LUMO (alpha / beta) = 5.314 / 7.674 eV
ΔE to the lowest compared entry with this formula, charge and spin = 112.7 kJ/mol



# 2
This record from the Open Molecules 2025 dataset describes a structure of composition C21H46N3OP2SSm. The level of theory is ωB97M-V/def2-TZVPD.

Element x y z (Å)
Sm 0.635 0.500 -0.158
P -0.587 1.296 2.133
P 0.113 -0.986 -2.367
N -1.571 1.036 -0.763
C -1.948 2.301 1.368
H -2.699 2.574 2.121
H -1.521 3.255 1.019
C -2.596 1.540 0.177
H -3.232 0.711 0.581
H -3.310 2.238 -0.321
C -2.265 0.466 -1.940
H -2.987 1.190 -2.389
H -2.883 -0.427 -1.665
C -1.260 0.057 -3.053
H -0.816 0.955 -3.512
H -1.766 -0.472 -3.871
C -0.362 -2.742 -2.442
C 0.494 -3.593 -1.478
H 0.083 -4.614 -1.455
H 0.461 -3.196 -0.450
H 1.544 -3.648 -1.811
C 1.712 -0.473 -3.199
C 2.933 -1.289 -2.727
H 3.850 -0.834 -3.138
H 2.893 -2.337 -3.070
H 3.046 -1.276 -1.625
C 0.820 2.455 2.572
C 2.013 1.736 3.238
H 2.856 2.442 3.332
H 2.386 0.888 2.631
H 1.766 1.369 4.249
C -1.274 0.249 3.457
C -0.320 -0.919 3.796
H -0.833 -1.601 4.492
H 0.603 -0.559 4.280
H -0.053 -1.497 2.896
C -1.034 -1.413 0.563
O -1.921 -2.137 0.788
C 1.564 -0.422 -4.725
H 1.459 -1.427 -5.158
H 0.713 0.204 -5.029
H 2.471 0.030 -5.153
C 0.323 3.676 3.359
H 1.150 4.396 3.462
H -0.495 4.191 2.834
H -0.003 3.402 4.373
C -1.662 1.119 4.657
H -2.254 0.501 5.347
H -0.769 1.471 5.198
H -2.283 1.978 4.354
C -0.341 -3.219 -3.896
H 0.692 -3.331 -4.264
H -0.821 -4.207 -3.933
H -0.907 -2.542 -4.557
H -1.407 -2.766 -2.073
H -2.195 -0.188 3.020
H 1.870 0.573 -2.844
H 1.178 2.821 1.581
H 0.931 2.632 -0.915
H 1.696 2.458 -0.877
S 2.861 -0.907 0.832
C 2.720 -2.447 1.621
N 2.902 -3.601 0.970
C 3.386 -4.833 1.621
C 2.819 -4.928 3.018
C 3.076 -3.643 3.761
N 2.588 -2.495 2.971
H 3.106 -3.527 -0.039
H 4.482 -4.796 1.664
H 3.108 -5.694 1.011
H 3.288 -5.762 3.552
H 1.751 -5.154 2.989
H 4.152 -3.513 3.931
H 2.580 -3.623 4.734
H 2.583 -1.602 3.447

## Properties
max |F| = 4.56 eV/Å
E_HOMO (alpha / beta) = -13.48 / -13.64 eV
multiplicity = 6
gap between HOMO and LUMO (alpha / beta) = 7.449 / 7.918 eV
charge = +2
ΔE to the lowest compared entry with this formula, charge and spin = 2.3 kJ/mol



# 3
This record from the Open Molecules 2025 dataset describes the molecule C5H10BrN. The level of theory is ωB97M-V/def2-TZVPD.

Element x y z (Å)
C 0.184 -1.370 0.110
C 1.215 -1.359 -0.929
C -0.428 0.950 1.429
C -0.120 1.437 -0.947
C -0.462 0.351 0.057
N -0.061 -2.314 0.874
Br -2.501 0.015 -0.220
H 0.746 -0.847 -1.899
H 1.645 -2.306 -1.389
H 2.112 -0.665 -0.599
H 0.504 1.276 1.594
H -0.749 0.111 2.239
H -1.103 1.688 1.559
H -0.836 2.291 -0.909
H 0.788 1.802 -0.667
H -0.228 1.015 -1.917
H -0.706 -2.075 1.613

## Properties
max |F| = 6.31 eV/Å
SMILES = [H]/N=C(/C)C(C)(C)Br
E_HOMO = -9.59 eV
gap between HOMO and LUMO = 10.335 eV
ΔE to the lowest compared entry with this formula, charge and spin = 136.0 kJ/mol



# 4
This record from the Open Molecules 2025 dataset describes a structure of composition C16H41N3O5Rb. The level of theory is ωB97M-V/def2-TZVPD.

Element x y z (Å)
Rb -0.306 0.862 -0.094
C -4.480 0.848 2.035
C -3.365 1.293 2.960
C -3.462 0.617 4.335
O -3.486 -0.773 4.112
C -3.715 -1.545 5.265
N -2.078 0.984 2.332
H -4.451 -0.221 1.814
H -4.381 1.271 1.030
H -5.434 1.135 2.474
H -3.466 2.368 3.128
H -4.388 0.901 4.849
H -2.613 0.960 4.936
H -3.353 -2.560 5.106
H -4.762 -1.600 5.577
H -3.126 -1.146 6.101
H -2.082 -0.010 2.129
H -1.231 1.214 2.834
C 5.842 1.310 -1.210
O 4.750 0.904 -0.428
C 3.719 0.185 -1.070
C 3.011 0.942 -2.198
N 1.954 1.837 -1.746
C 2.473 2.927 -0.910
C 1.462 4.044 -0.635
O 0.453 3.649 0.273
C -0.735 4.433 0.252
H 6.313 0.488 -1.764
H 6.551 1.793 -0.546
H 5.565 2.036 -1.986
H 2.972 -0.038 -0.303
H 4.137 -0.770 -1.405
H 2.565 0.222 -2.891
H 3.762 1.474 -2.797
H 1.485 2.252 -2.547
H 3.354 3.384 -1.384
H 2.866 2.497 0.016
H 1.016 4.193 -1.632
H 1.934 4.951 -0.255
H -1.269 4.323 -0.700
H -0.593 5.481 0.509
H -1.332 3.901 0.997
C 2.440 -4.856 0.875
O 1.809 -3.697 0.355
C 1.652 -3.738 -1.057
C 0.709 -2.591 -1.424
N 0.679 -2.423 -2.868
C -0.105 -1.253 -3.236
C -1.630 -1.291 -3.040
O -2.025 -0.957 -1.692
C -3.419 -1.090 -1.409
H 2.844 -4.622 1.858
H 3.295 -5.182 0.272
H 1.698 -5.657 0.926
H 1.289 -4.726 -1.371
H 2.638 -3.590 -1.516
H 1.166 -1.715 -0.955
H -0.250 -2.806 -0.940
H 0.250 -3.228 -3.315
H -0.087 -1.080 -4.321
H 0.397 -0.373 -2.821
H -2.028 -2.287 -3.252
H -2.092 -0.537 -3.683
H -3.529 -1.860 -0.642
H -3.958 -1.289 -2.335
H -3.816 -0.169 -0.970

## Properties
max |F| = 1.47 eV/Å
E_HOMO = -11.82 eV
gap between HOMO and LUMO = 9.498 eV
charge = +1
ΔE to the lowest compared entry with this formula, charge and spin = 77.8 kJ/mol



# 5
This record from the Open Molecules 2025 dataset describes a structure of composition C29H24AlAsN4S6. The level of theory is ωB97M-V/def2-TZVPD.

Element x y z (Å)
Al 1.561 2.212 -0.852
S -0.412 2.465 0.480
C -0.581 1.892 2.108
C -0.713 2.890 3.072
C -1.107 2.618 4.379
C -1.448 1.331 4.759
C -1.333 0.323 3.803
C -0.882 0.536 2.494
As -0.488 -1.001 1.306
C -2.271 -1.454 0.635
C -2.426 -2.627 -0.087
C -3.496 -2.822 -0.977
C -4.497 -1.875 -1.048
C -4.417 -0.720 -0.241
C -3.297 -0.505 0.528
C -0.316 -2.408 2.687
C -1.064 -3.621 2.736
C -0.529 -4.757 3.328
C 0.722 -4.705 3.948
C 1.400 -3.484 4.005
C 0.895 -2.384 3.374
H -0.571 3.949 2.783
H -1.125 3.431 5.131
H -1.759 1.062 5.757
H -1.649 -0.677 4.097
H -1.638 -3.387 -0.060
H -3.492 -3.696 -1.634
H -5.316 -1.964 -1.749
H -5.224 0.040 -0.257
H -3.171 0.442 1.029
H -2.056 -3.613 2.307
H -1.093 -5.693 3.253
H 1.178 -5.583 4.440
H 2.370 -3.452 4.506
H 1.411 -1.455 3.410
S 8.401 0.476 0.431
C 6.859 0.982 0.140
S 6.388 2.254 -0.941
C 4.658 2.127 -0.712
C 4.239 1.296 0.309
S 2.584 1.095 0.813
S 5.472 0.275 0.996
S 3.558 2.980 -1.775
N -0.889 4.914 -2.998
C -0.275 4.376 -4.133
C 0.684 3.529 -3.668
N 0.629 3.477 -2.256
C -0.334 4.351 -1.917
H -1.692 5.549 -3.005
H -0.481 4.704 -5.151
H 1.328 2.906 -4.263
H -0.598 4.607 -0.893
N 0.072 -2.318 -4.843
C 0.352 -1.385 -3.888
C -0.653 -0.602 -3.294
C -0.344 0.388 -2.391
N 0.918 0.664 -2.031
C 1.876 -0.167 -2.506
C 1.618 -1.184 -3.378
H -0.846 -2.299 -5.297
H 0.826 -2.818 -5.316
H -1.706 -0.803 -3.538
H -1.102 1.044 -1.961
H 2.893 0.114 -2.198
H 2.395 -1.843 -3.783

## Properties
max |F| = 1.79 eV/Å
E_HOMO = -6.63 eV
gap between HOMO and LUMO = 6.614 eV
ΔE to the lowest compared entry with this formula, charge and spin = 0.0 kJ/mol



# 6
This record from the Open Molecules 2025 dataset describes a structure of composition C12H32CdI2O4. The level of theory is ωB97M-V/def2-TZVPD.

Element x y z (Å)
Cd 0.272 0.273 0.189
I -0.615 1.912 -1.806
I 1.395 -1.473 2.177
C 1.474 2.721 3.544
C 0.403 2.383 2.527
C -0.362 3.634 2.195
O 1.018 1.887 1.291
H 0.984 2.943 4.500
H 1.950 3.687 3.359
H 2.207 1.951 3.777
H -0.278 1.602 2.854
H -1.121 3.547 1.409
H 0.268 4.424 1.779
H -0.910 3.984 3.074
H 1.898 2.282 1.282
C 0.084 -2.998 -3.022
C -0.867 -2.057 -2.240
C -2.227 -2.709 -2.068
O -0.236 -1.774 -0.963
H 1.042 -2.495 -3.071
H -0.385 -3.252 -3.975
H 0.235 -3.971 -2.541
H -0.992 -1.091 -2.732
H -2.174 -3.656 -1.524
H -2.753 -2.799 -3.018
H -2.885 -2.087 -1.454
H 0.036 -2.655 -0.667
C 3.867 0.821 -2.612
C 2.999 -0.209 -1.945
C 3.759 -1.530 -1.677
O 2.358 0.243 -0.754
H 4.161 0.385 -3.569
H 4.792 1.042 -2.070
H 3.350 1.759 -2.809
H 2.206 -0.467 -2.652
H 4.066 -1.605 -0.633
H 4.586 -1.595 -2.385
H 3.162 -2.427 -1.836
H 3.016 0.692 -0.209
C -3.592 -1.397 1.093
C -3.084 0.061 1.067
C -3.709 0.972 2.125
O -1.652 0.137 1.156
H -4.333 -1.591 0.323
H -4.099 -1.575 2.047
H -2.731 -2.063 1.103
H -3.356 0.493 0.104
H -3.066 1.763 2.514
H -4.168 0.493 2.995
H -4.548 1.522 1.684
H -1.444 -0.141 2.067

## Properties
max |F| = 2.87 eV/Å
E_HOMO = -8.06 eV
gap between HOMO and LUMO = 8.476 eV
ΔE to the lowest compared entry with this formula, charge and spin = 121.5 kJ/mol



For each record above, in turn, the calculated molecular weight values are 64.1; 601.0; 164.0; 441.0; 722.8; 606.6 g/mol.